Entry 1:
One molecule with the formula C4H7NO, computed with the ωB97M-V functional and the def2-TZVPD basis.

Geometry (Å):
N -0.8398 -1.0354 1.6191
C 0.1854 -0.7775 0.7426
O 1.1253 -1.7611 0.7952
C 0.2567 0.2655 -0.0859
C -0.5519 1.3397 -0.6661
C 0.5103 0.6122 -1.4916
H -1.5755 -0.3494 1.6496
H -0.6071 -1.4828 2.4914
H 1.8846 -1.4461 0.2867
H -1.6016 1.1795 -0.9133
H -0.3183 2.3657 -0.3791
H 1.3923 1.1713 -1.8014
H 0.1395 -0.0817 -2.2472

Values from the calculation:
Relative energy (zero: lowest compared OMol25 entry of this formula, charge and spin)   54.2 kcal per mole
SMILES   NC(O)=C1CC1
Lowest unoccupied orbital energy   0.925 eV
Molecular weight   85.1 g/mol
Kohn-Sham gap   8.69 eV
Strongest force on any atom   0.35 eV/Å

***

Entry 2:
An isolated ion of composition C7H12N3 and charge +1, computed with the ωB97M-V functional and the def2-TZVPD basis.

Geometry (Å):
C -1.3473 0.1467 -0.2870
C -2.5905 0.5152 -0.0737
C 0.6148 1.6012 -0.0930
C 2.0033 -0.1969 -0.3147
C 0.4254 -0.1899 1.4799
C 0.0828 -1.5758 -0.5985
C -0.0531 0.6232 -1.1197
N 1.2982 0.6061 0.7453
N 0.8664 -0.5223 -1.2194
N -0.6728 -0.8830 0.5309
H -3.1978 0.0274 0.5418
H -2.9446 1.3400 -0.6303
H 1.4327 2.1968 -0.3206
H -0.2281 2.1648 0.5713
H 2.7270 0.5830 -0.8950
H 2.6294 -1.0788 0.1485
H 0.8429 -0.8843 2.1154
H -0.0774 0.3934 2.1363
H -0.8049 -2.0024 -1.1173
H 0.8026 -2.3133 -0.3772
H -0.3966 0.8790 -2.1715
H -1.4124 -1.4302 0.9486

Values from the calculation:
Relative energy (zero: lowest compared OMol25 entry of this formula, charge and spin)   107.4 kcal per mole
SMILES   C=C1[C@H]2CN3CN2C[N@H+]1C3
Lowest unoccupied orbital energy   -2.908 eV
Molecular weight   138.2 g/mol
Kohn-Sham gap   10.68 eV
Strongest force on any atom   4.35 eV/Å
Total charge   +1

***

Entry 3:
One molecule with the formula C4H7NO, computed with the ωB97M-V functional and the def2-TZVPD basis.

Geometry (Å):
C 0.9738 -0.5040 1.1274
N 0.7006 -1.6417 0.3091
C 1.0350 -0.3628 -0.3772
C 0.0726 0.4523 -1.0548
C -1.3324 0.5065 -0.5628
O -1.1255 1.8600 -0.1969
H 0.1695 0.0070 1.6527
H 1.9334 -0.5079 1.6365
H -0.3033 -1.8087 0.2552
H 2.0263 -0.3635 -0.8158
H -0.4386 2.0407 -0.9310
H -2.0682 0.3972 -1.3594
H -1.6432 -0.0751 0.3170

Values from the calculation:
Relative energy (zero: lowest compared OMol25 entry of this formula, charge and spin)   135.8 kcal per mole
Lowest unoccupied orbital energy   -0.234 eV
Molecular weight   85.1 g/mol
Kohn-Sham gap   8.64 eV
Strongest force on any atom   1.20 eV/Å

***

Entry 4:
C44H64GaGeIN5P3 as an isolated structure, computed with the ωB97M-V functional and the def2-TZVPD basis.

Geometry (Å):
Ga 0.4526 1.1575 -0.0386
C 4.8133 0.4375 -2.7820
C 3.7585 0.8912 -1.7702
C 3.9720 0.1049 -0.4671
P 1.9654 0.7360 -2.2186
C 1.8582 -1.0983 -2.4945
N 1.0736 -1.9208 -1.5662
Ge 0.0257 -1.2353 0.0740
N 0.3062 -1.5940 1.8862
C 0.9034 -0.5639 2.7324
P -0.2072 0.9442 2.6750
C 0.5360 2.1837 3.8484
C -0.4880 3.1797 4.3971
C 1.3619 1.5625 4.9761
C -1.7808 0.2696 3.3998
C -2.9808 1.2154 3.3181
C -1.6439 -0.2411 4.8379
C -0.1002 -2.8406 2.3827
C -0.0890 -3.2330 3.7200
C -0.6339 -4.4504 4.0984
C -1.2138 -5.2994 3.1676
C -1.1947 -4.9452 1.8281
C -0.6127 -3.7508 1.4443
N -0.4555 -3.3687 0.0375
C 0.6185 -4.0438 -0.6330
C 1.0169 -5.3351 -0.3968
C 1.9880 -5.9109 -1.2141
C 2.5545 -5.1939 -2.2815
C 2.2243 -3.8846 -2.4892
C 1.3011 -3.2371 -1.6129
C -1.6915 -3.4346 -0.7616
C -2.1433 -4.6239 -1.3057
C -3.3674 -4.6578 -1.9545
C -4.1187 -3.4950 -2.0352
C -3.6513 -2.2987 -1.5130
C -2.4085 -2.2403 -0.8809
N -1.7979 -1.1022 -0.3664
C -2.5386 0.1374 -0.1739
P -1.7355 1.5808 -0.9879
C -2.5995 3.1235 -0.4636
C -1.9089 3.8293 0.7027
C -4.0839 2.9041 -0.1414
C -2.0148 1.3920 -2.8010
C -1.6986 -0.0163 -3.3112
C -3.4473 1.7538 -3.2153
C 1.6180 1.4586 -3.8855
C 2.5550 1.0733 -5.0324
C 1.4751 2.9779 -3.8094
H 5.7985 0.6062 -2.3451
H 4.7817 0.9651 -3.7285
H 4.7471 -0.6340 -2.9829
H 3.9012 1.9611 -1.5771
H 3.9341 -0.9707 -0.6564
H 3.2379 0.3246 0.3091
H 4.9623 0.3137 -0.0622
H 2.8871 -1.4559 -2.4549
H 1.5103 -1.2748 -3.5179
H 1.9144 -0.3049 2.3906
H 1.0360 -0.9178 3.7515
H 1.2172 2.7642 3.2181
H -1.1323 2.7195 5.1443
H -1.1194 3.6164 3.6227
H 0.0418 3.9951 4.8897
H 0.7567 0.9315 5.6270
H 1.7826 2.3574 5.5931
H 2.1964 0.9614 4.6090
H -1.9701 -0.5927 2.7472
H -2.9168 2.0116 4.0558
H -3.8900 0.6519 3.5310
H -3.1030 1.6861 2.3422
H -1.5727 0.5859 5.5434
H -0.7890 -0.8931 4.9906
H -2.5372 -0.8114 5.0967
H 0.3397 -2.6049 4.4852
H -0.6170 -4.7294 5.1434
H -1.6683 -6.2288 3.4787
H -1.6467 -5.5954 1.0912
H 0.5703 -5.9166 0.3960
H 2.2846 -6.9367 -1.0419
H 3.2657 -5.6850 -2.9311
H 2.6804 -3.3405 -3.3017
H -1.5512 -5.5259 -1.2218
H -3.7324 -5.5816 -2.3792
H -5.0849 -3.5129 -2.5213
H -4.2680 -1.4164 -1.6169
H -2.6098 0.4001 0.8854
H -3.5697 0.0488 -0.5134
H -2.5244 3.7628 -1.3508
H -1.9045 3.2035 1.5957
H -2.4574 4.7403 0.9439
H -0.8798 4.1194 0.4823
H -4.2051 2.4001 0.8189
H -4.6243 2.3335 -0.8929
H -4.5701 3.8760 -0.0561
H -1.3477 2.1249 -3.2589
H -2.5106 -0.7002 -3.0725
H -0.7878 -0.4481 -2.8945
H -1.6061 0.0113 -4.3979
H -4.1808 1.0990 -2.7418
H -3.5360 1.6040 -4.2921
H -3.7114 2.7890 -3.0099
H 0.6431 1.0238 -4.1186
H 3.5009 1.6072 -4.9700
H 2.0895 1.3597 -5.9759
H 2.7646 0.0037 -5.0829
H 2.4027 3.4607 -3.4917
H 0.6785 3.2958 -3.1353
H 1.2371 3.3708 -4.7985
I 2.2405 6.6088 -1.3227
C 2.4721 4.9250 -0.1411
C 3.4597 4.8324 0.8372
C 3.5454 3.6755 1.5959
C 2.6553 2.6465 1.3632
N 1.7070 2.7260 0.4173
C 1.6227 3.8486 -0.3150
H 4.1453 5.6523 1.0070
H 4.2940 3.5681 2.3683
H 2.7015 1.7329 1.9420
H 0.8462 3.8780 -1.0653

Values from the calculation:
Relative energy (zero: lowest compared OMol25 entry of this formula, charge and spin)   0.0 kcal per mole
Expectation value of S²   0.782
Lowest unoccupied orbital energy (alpha / beta)   -7.545 / -9.910 eV
Molecular weight   1025.2 g/mol
Kohn-Sham gap (alpha / beta)   7.23 / 4.89 eV
Multiplicity   2
Strongest force on any atom   0.54 eV/Å
Total charge   +3

***

Entry 5:
One molecule with the formula CH3ClN2O2, computed with the ωB97M-V functional and the def2-TZVPD basis.

Geometry (Å):
C 0.2487 0.1847 1.0913
N -1.6809 -1.1911 0.4018
N -1.0422 -0.0035 0.5440
O -2.8272 -1.4103 0.0035
O -1.8583 1.2320 0.1925
Cl 1.5254 -0.8748 0.4221
H 0.6169 1.1927 0.8934
H 0.4987 -0.0038 2.1587
H -1.0611 -2.0808 0.3362

Values from the calculation:
Relative energy (zero: lowest compared OMol25 entry of this formula, charge and spin)   98.7 kcal per mole
Lowest unoccupied orbital energy (alpha / beta)   -1.204 / -0.685 eV
Molecular weight   110.5 g/mol
Kohn-Sham gap (alpha / beta)   8.00 / 9.08 eV
Strongest force on any atom   6.55 eV/Å

***

Entry 6:
One molecule with the formula C6H10, computed with the ωB97M-V functional and the def2-TZVPD basis.

Geometry (Å):
C 0.2265 0.0641 -1.4051
C -1.0355 -0.3600 -0.6493
C -0.8115 -1.5389 0.2988
C 0.7062 1.5689 1.8305
C 1.0733 1.1143 0.6624
C 1.3234 0.6245 -0.5225
H -1.8024 -0.6232 -1.3873
H 0.6218 -0.7947 -1.9633
H -0.0326 0.8230 -2.1568
H -1.4270 0.4953 -0.0841
H -0.2363 -1.2434 1.1818
H -1.7652 -1.9503 0.6459
H -0.2606 -2.3451 -0.2008
H 0.3875 2.6008 1.9546
H 0.6919 0.9273 2.7086
H 2.3407 0.6372 -0.9134

Values from the calculation:
Relative energy (zero: lowest compared OMol25 entry of this formula, charge and spin)   31.5 kcal per mole
SMILES   C=C=CCCC
Lowest unoccupied orbital energy   1.135 eV
Molecular weight   82.1 g/mol
Kohn-Sham gap   10.53 eV
Strongest force on any atom   0.24 eV/Å